(1)
Below is the molecule C3H4O in a non-equilibrium geometry, with properties calculated with the ωB97M-V functional and the def2-TZVPD basis.

```
8
Properties=species:S:1:pos:R:3
C 0.351 0.002 -0.596
C -0.676 0.128 1.741
C -0.156 -0.661 0.410
O -1.338 -0.095 2.765
H 0.819 -0.352 -1.585
H 0.230 1.063 -0.666
H -0.475 1.277 1.581
H 0.061 -1.671 0.313
```

Results
Energy, a.u.: -191.750549
Spin multiplicity: 3
HOMO level (alpha / beta), eV: -6.7 / -10.6
Total charge: 0
Energy above the lowest of the compared OMol25 structures with the same formula, charge and spin, kcal per mole: 25.5

---

(2)
Below is the molecule C3H4O2 in a non-equilibrium geometry, with properties calculated with the ωB97M-V functional and the def2-TZVPD basis.

```
9
Properties=species:S:1:pos:R:3
C -1.785 0.079 0.047
C -0.388 0.357 0.296
C 0.797 0.213 0.493
O 2.213 0.267 0.484
O 2.747 -0.778 -0.298
H -1.842 -0.833 -0.577
H -2.363 0.008 0.931
H -2.286 0.958 -0.312
H 2.907 -0.273 -1.065
```

Results
Energy, a.u.: -266.981474
HOMO level, eV: -9.5
Total charge: 0
Energy above the lowest of the compared OMol25 structures with the same formula, charge and spin, kcal per mole: 132.6